# 1
Here is a cluster of 2 separate species, C8H17N2 in total at a distorted geometry from the Open Molecules 2025 dataset. Energies are from ωB97M-V/def2-TZVPD.

Atoms and positions in Å:
C 0.59 0.08 -2.88
C 0.23 -0.04 -1.73
C 2.59 0.10 0.16
C -0.42 -2.45 -0.57
C -0.48 -1.53 1.65
C 0.13 2.20 0.10
C -2.11 1.39 -0.42
C -0.09 -0.10 -0.39
N -0.35 -1.27 0.19
N -0.76 1.08 0.17
H 0.63 -0.01 -3.93
H 2.42 -0.89 -0.18
H 3.04 0.71 -0.58
H 2.33 0.27 1.16
H -0.22 -2.26 -1.60
H 0.40 -3.12 -0.23
H -1.51 -2.90 -0.44
H 0.22 -2.40 2.04
H -0.29 -0.60 2.22
H -1.44 -1.82 1.90
H -0.30 3.04 -0.39
H 0.44 2.69 0.98
H 1.05 2.01 -0.47
H -2.85 0.50 -0.22
H -2.66 2.31 -0.05
H -2.03 1.32 -1.49
H -0.78 0.80 1.18

Values from the calculation:
HOMO level (spin up / spin down) = -11.82 / -10.97 eV
Net charge = +1
E_LUMO (spin up / spin down) = -3.88 / -2.95 eV

---

# 2
Here is a cluster of 2 separate species, C3H6INO2 in total at a distorted geometry from the Open Molecules 2025 dataset. Energies are from ωB97M-V/def2-TZVPD.

Atoms and positions in Å:
C 0.13 -2.66 0.05
C -0.75 1.54 -0.34
C 0.89 -0.20 -0.08
N -0.29 0.46 0.59
O -0.84 -2.22 0.52
O 1.02 -3.29 -0.33
I 2.70 1.01 -0.13
H -1.33 1.07 -1.08
H -1.56 2.19 0.20
H 0.18 1.96 -0.68
H 0.65 -0.27 -1.12
H -0.83 -0.47 0.86
H 0.03 0.88 1.53

Values from the calculation:
HOMO level = -7.17 eV
E_LUMO = 0.37 eV

---

# 3
Here is a structure of composition C18H30HoN4O9 from the Open Molecules 2025 dataset. Energies are from ωB97M-V/def2-TZVPD.

Atoms and positions in Å:
Ho -0.52 -0.43 -0.61
O 1.85 2.32 -3.07
C 1.50 1.50 -2.24
O 0.33 0.97 -2.13
C 2.50 0.98 -1.21
N 1.92 0.86 0.14
C 2.82 0.07 0.99
C 2.72 -1.42 0.74
N 1.37 -1.97 0.85
C 0.93 -2.20 2.23
C 0.33 -0.97 2.91
N -0.67 -0.24 2.12
C -0.77 1.13 2.64
C -1.37 2.12 1.65
N -0.75 2.13 0.33
C 0.49 2.91 0.25
C 1.72 2.18 0.74
C -1.73 2.67 -0.63
C -2.90 1.70 -0.78
O -4.00 2.14 -1.09
O -2.59 0.47 -0.57
C -1.98 -0.92 2.19
C -1.95 -2.28 1.47
O -2.26 -3.29 2.09
O -1.54 -2.21 0.26
C 1.33 -3.24 0.10
C 1.46 -2.96 -1.39
O 2.14 -3.70 -2.09
O 0.80 -1.92 -1.78
H 3.39 1.62 -1.20
H 2.79 -0.02 -1.55
H 2.57 0.29 2.03
H 3.87 0.38 0.85
H 3.41 -1.94 1.42
H 3.08 -1.64 -0.27
H 1.76 -2.56 2.85
H 0.19 -3.00 2.21
H 1.12 -0.27 3.17
H -0.11 -1.30 3.86
H 0.22 1.45 2.93
H -1.38 1.15 3.55
H -1.35 3.12 2.11
H -2.43 1.87 1.52
H 0.40 3.85 0.82
H 0.62 3.21 -0.79
H 1.67 2.05 1.81
H 2.60 2.82 0.55
H -1.24 2.76 -1.60
H -2.11 3.65 -0.32
H -2.72 -0.30 1.68
H -2.27 -1.07 3.24
H 0.36 -3.70 0.28
H 2.13 -3.92 0.42
C -2.46 0.32 -3.97
C -1.68 -0.97 -3.91
O -1.69 -1.44 -2.56
H -2.58 0.64 -5.00
H -1.94 1.11 -3.43
H -3.45 0.19 -3.53
H -0.65 -0.83 -4.24
H -2.15 -1.73 -4.55
H -1.08 -2.19 -2.48

Values from the calculation:
HOMO level (spin up / spin down) = -6.50 / -6.50 eV
Net charge = -1
⟨S²⟩ = 6.0033
2S+1 = 5
E_LUMO (spin up / spin down) = 2.39 / 2.39 eV